No. 1
A cluster of 2 separate species, C2H2BrN in total. Source: the Open Molecules 2025 dataset; level of theory: ωB97M-V/def2-TZVPD.

Structure (XYZ):
```
6
Properties=species:S:1:pos:R:3:forces:R:3
C -0.531744 0.625815 1.418938 -0.22 3.08 0.82
C 0.195864 -0.447930 -1.845086 -0.95 -0.28 -0.26
N -0.627137 -0.420640 1.019780 -0.19 -2.65 -0.62
Br 1.825382 -0.209735 -1.086131 0.70 -0.05 0.20
H -0.554818 1.665384 1.695341 0.20 -0.37 0.08
H -0.307547 -1.212895 -1.202842 0.46 0.28 -0.21
```
Forces are in eV/Å.

Results
- Energy: -73634.189 eV
- Energy relative to the best compared isomer or geometry (same formula, charge and spin): 91.9 kcal/mol
- HOMO-LUMO gap: 8.07 eV
- LUMO level: -0.74 eV
- HOMO energy: -0.3238 hartree

---

No. 2
A cluster of 8 separate species, C26H52F6IN7O10P in total. Source: the Open Molecules 2025 dataset; level of theory: ωB97M-V/def2-TZVPD.

Structure (XYZ):
```
103
Properties=species:S:1:pos:R:3:forces:R:3
O -6.967985 3.018836 6.081106 0.08 0.00 0.22
C -7.750819 2.736698 5.238755 0.17 0.41 -0.05
O -9.089747 2.709129 5.374871 0.07 -0.11 -0.09
C -7.218156 2.348424 3.833506 -0.49 -0.28 -0.13
F -8.170379 2.515557 2.902544 0.21 0.18 0.01
F -6.173346 3.167423 3.539413 -0.04 -0.15 -0.12
C -6.747983 0.852755 3.789286 -0.14 -0.13 0.50
F -7.421322 0.167403 2.865655 0.20 0.10 -0.21
F -7.021176 0.284321 4.985578 0.03 0.08 0.03
C -5.228114 0.676516 3.577588 0.05 -0.38 0.01
F -4.550722 1.253425 4.588638 -0.07 0.13 -0.12
F -4.933666 -0.643715 3.597146 -0.05 0.05 -0.07
C -4.696280 1.201529 2.233245 0.16 0.25 0.25
O -5.345484 1.341738 1.257381 -0.03 0.00 -0.26
P -2.846601 1.652280 2.210829 0.14 0.35 -0.10
I -2.620407 3.952278 1.819236 -0.18 0.02 0.16
H -9.490658 3.559296 5.145820 -0.10 -0.08 0.00
H -2.169739 0.918486 1.208094 0.29 -0.29 -0.15
H -2.288243 1.349697 3.450476 0.04 -0.11 0.04
C -0.401624 -1.098948 0.549751 0.13 -0.45 -0.19
O -0.501220 0.130327 0.643239 -0.61 0.25 0.26
N -1.281318 -1.882759 -0.082434 0.06 0.15 0.21
C -1.086002 -3.324602 -0.167560 -0.17 0.05 -0.04
C -2.449419 -1.293736 -0.708495 0.13 0.12 -0.02
H 0.444887 -1.650344 0.979039 0.05 0.15 -0.03
H -1.013667 -3.626868 -1.210633 0.08 -0.07 0.02
H -1.926642 -3.841107 0.301799 0.02 -0.01 0.00
H -0.164829 -3.606837 0.335750 0.05 0.05 -0.05
H -2.153094 -0.564750 -1.463423 -0.03 0.00 -0.03
H -3.064969 -0.776583 0.032448 -0.09 -0.08 -0.04
H -3.043444 -2.074800 -1.174083 0.00 -0.01 0.01
C 1.152915 -6.169188 -1.934768 0.12 0.01 0.03
O 1.018833 -4.962050 -1.814572 -0.11 -0.02 -0.07
N 0.294248 -6.974194 -2.580871 -0.02 -0.07 0.00
C 0.511744 -8.404559 -2.689608 -0.10 0.09 -0.06
C -0.888395 -6.390514 -3.192147 0.11 0.08 0.06
H 2.016952 -6.706489 -1.512043 -0.01 0.00 0.01
H 0.586278 -8.697904 -3.737786 0.02 -0.05 0.01
H -0.314500 -8.949875 -2.230700 0.03 -0.05 0.00
H 1.435153 -8.676424 -2.183182 0.01 0.01 0.01
H -0.602185 -5.647258 -3.936624 -0.04 -0.01 -0.03
H -1.499592 -5.896106 -2.435799 -0.04 -0.01 -0.02
H -1.470585 -7.172593 -3.671257 0.01 -0.02 0.00
C -5.444802 6.733867 4.270455 0.07 0.04 0.04
O -4.330673 6.734675 3.773703 0.04 -0.18 -0.13
N -6.186764 7.834149 4.462982 -0.11 0.03 0.01
C -7.502801 7.782613 5.066962 0.09 0.10 -0.06
C -5.644606 9.121147 4.051371 0.07 -0.11 0.00
H -5.937913 5.810066 4.616847 0.00 -0.01 0.01
H -8.254313 8.169830 4.376714 -0.04 -0.02 0.03
H -7.526463 8.377622 5.980911 -0.05 -0.03 0.02
H -7.750630 6.752209 5.316157 0.02 -0.01 0.02
H -5.434876 9.116228 2.982100 0.00 0.04 -0.01
H -4.712323 9.321806 4.578145 0.00 0.04 -0.01
H -6.364528 9.903097 4.276472 -0.03 -0.01 0.01
C -0.275682 -3.392911 -5.795312 -0.10 0.00 -0.01
O -0.914481 -3.606279 -6.806508 0.02 -0.02 0.00
N 1.064070 -3.277959 -5.738954 0.02 0.03 0.11
C 1.754913 -3.028573 -4.489250 0.07 -0.01 -0.22
C 1.825229 -3.410532 -6.969617 -0.12 -0.01 0.01
H -0.756561 -3.274230 -4.806962 0.02 0.02 0.01
H 2.312613 -2.090734 -4.544312 0.02 0.00 0.05
H 2.448856 -3.842741 -4.275552 0.02 0.04 0.12
H 1.035474 -2.968072 -3.676113 0.02 -0.06 0.03
H 1.515415 -2.652690 -7.689366 0.03 -0.01 -0.03
H 1.652305 -4.389067 -7.417987 0.03 0.00 -0.03
H 2.883575 -3.293192 -6.751009 0.00 0.00 0.03
C 2.444317 -2.661816 2.951868 0.10 -0.04 -0.01
O 2.187533 -2.475139 1.771340 -0.11 -0.03 0.08
N 2.577629 -1.687320 3.862508 -0.07 0.01 0.06
C 2.886104 -1.968488 5.251512 0.02 0.13 -0.07
C 2.415089 -0.303846 3.438784 0.01 -0.11 -0.09
H 2.595800 -3.670719 3.366725 0.00 0.00 -0.01
H 2.093657 -1.590587 5.900250 0.02 -0.03 0.04
H 3.826786 -1.493498 5.532908 0.01 -0.03 0.04
H 2.978147 -3.042131 5.399382 0.00 -0.01 -0.02
H 1.419092 -0.147336 3.019894 0.00 0.03 -0.01
H 3.146677 -0.055597 2.670931 0.02 0.06 0.03
H 2.558523 0.350631 4.294471 0.01 -0.01 0.02
C 5.918752 0.872303 0.268330 0.06 0.09 0.09
O 6.249429 0.338104 1.313597 -0.06 -0.01 0.00
N 5.001838 0.367642 -0.578538 -0.03 0.01 -0.11
C 4.634580 1.048965 -1.803374 -0.08 -0.15 0.16
C 4.373216 -0.896100 -0.234964 0.14 0.10 0.04
H 6.345706 1.829233 -0.072985 0.01 -0.02 -0.03
H 3.566462 1.281468 -1.798058 0.00 0.00 -0.07
H 4.853748 0.412394 -2.664945 -0.04 0.07 -0.06
H 5.202485 1.971247 -1.894466 0.01 -0.02 -0.02
H 3.864084 -0.813869 0.722106 -0.07 -0.11 -0.02
H 5.126030 -1.680322 -0.146560 -0.04 -0.05 0.01
H 3.652092 -1.169831 -1.001305 -0.01 0.04 -0.02
C 7.719627 2.440450 -3.427463 0.04 -0.01 0.09
O 7.000637 3.073463 -2.673697 0.01 0.02 -0.04
N 7.962541 2.775616 -4.705074 0.03 -0.04 -0.09
C 8.829037 1.987445 -5.558710 -0.08 0.14 -0.01
C 7.332486 3.971815 -5.240289 -0.01 -0.03 0.12
H 8.241317 1.521671 -3.111390 0.00 0.00 -0.01
H 9.669912 2.589821 -5.906387 0.03 -0.05 -0.02
H 8.277261 1.622288 -6.426831 0.04 -0.04 -0.02
H 9.215344 1.134559 -5.004810 0.00 0.00 0.02
H 7.632907 4.846368 -4.663568 -0.02 0.03 -0.02
H 6.247434 3.885713 -5.180749 -0.01 0.03 -0.02
H 7.629991 4.101159 -6.277528 0.02 -0.02 -0.01
```
Forces are in eV/Å.

Results
- Energy: -92398.066 eV
- Total charge: +1
- HOMO-LUMO gap: 5.42 eV
- LUMO level: -4.78 eV
- HOMO energy: -0.3748 hartree

---

No. 3
A cluster of 2 separate species, C2H5NS2 in total. Source: the Open Molecules 2025 dataset; level of theory: ωB97M-V/def2-TZVPD.

Structure (XYZ):
```
10
Properties=species:S:1:pos:R:3:forces:R:3
C -0.182745 0.172169 0.419220 -1.52 -3.86 -1.64
C -0.719952 -1.743062 -0.346193 -0.60 5.12 1.42
N 1.666331 1.972849 0.334807 -0.30 -1.22 1.42
S -1.424080 1.410106 0.411654 -0.25 0.27 -0.05
S 0.553718 1.402153 -0.537181 -0.73 -0.80 -0.37
H 0.325440 -0.122506 1.284365 0.75 0.12 1.29
H 0.109190 -2.320302 -0.424205 2.61 -1.57 -0.08
H -0.993556 -1.278867 -1.260444 -0.91 -0.31 -0.72
H -1.441001 -2.098470 0.368206 -0.43 0.21 -0.10
H 2.106656 2.605930 -0.250230 1.38 2.04 -1.19
```
Forces are in eV/Å.

Results
- Energy: -25311.453 eV
- Energy relative to the best compared isomer or geometry (same formula, charge and spin): 100.8 kcal/mol
- HOMO-LUMO gap: 8.49 eV
- LUMO level: -0.04 eV
- HOMO energy: -0.3135 hartree

---

Question: Which of these has the lowest HOMO-LUMO gap?
Answer: C26H52F6IN7O10P

---

Question: What is the formula in the third record?
Answer: C2H5NS2

---

Question: Look up the HOMO-LUMO gap of the third one.
Answer: 8.49 eV

---

Question: Which of these has the highest LUMO level?
Answer: C2H5NS2